[1]
ORCA calculation (ωB97M-V/def2-TZVPD) on C27H42N3NaO7P2 as an isolated structure.

Geometry as XYZ:
```
82
Properties=species:S:1:pos:R:3
Na 0.2765 0.1541 -0.3869
C 1.1378 2.0940 3.6214
C 0.4167 1.4159 2.4872
N 0.5790 1.7214 1.2510
N 1.4272 2.7176 0.9253
C 1.7585 2.6836 -0.3665
O 1.4514 1.7965 -1.2053
C 2.6011 3.8385 -0.8236
C 3.0281 3.8809 -2.1469
C 3.7948 4.9385 -2.6100
C 4.1454 5.9700 -1.7505
C 3.7254 5.9357 -0.4271
C 2.9590 4.8766 0.0340
C -0.5000 0.2951 2.7520
C -0.6489 -0.2367 4.0396
C -1.4976 -1.3099 4.2425
C -2.1866 -1.8390 3.1621
C -1.9824 -1.2556 1.9192
N -1.1791 -0.2243 1.7137
H 1.6843 2.9436 3.2234
H 1.8486 1.4112 4.0940
H 0.4373 2.4373 4.3858
H 2.7438 3.0651 -2.7982
H 4.1207 4.9609 -3.6428
H 4.7443 6.7975 -2.1106
H 3.9971 6.7392 0.2463
H 2.6233 4.8346 1.0603
H -0.1004 0.1851 4.8694
H -1.6202 -1.7273 5.2342
H -2.8675 -2.6725 3.2738
H -2.4858 -1.6360 1.0355
C -3.4524 -2.3721 -3.5911
C -2.4116 -3.3997 -3.1917
C -2.5464 -4.7057 -3.9473
O -1.0938 -2.8720 -3.4978
P -0.2675 -2.0272 -2.4310
O -1.0887 -1.5111 -1.3223
C 1.0862 -3.1050 -1.9043
P 1.6107 -2.7378 -0.2012
O 1.7888 -1.3084 0.0489
O 0.5396 -3.3846 0.7408
C 0.3938 -4.8031 0.9807
C -1.0855 -5.1163 0.8735
C 0.9676 -5.1149 2.3486
O 2.8803 -3.6715 0.0252
C 4.1447 -3.5139 -0.6742
C 4.7697 -2.1574 -0.4048
C 5.0149 -4.6605 -0.2003
O 0.5218 -0.9756 -3.2925
C -0.1331 -0.0125 -4.1756
C -0.7931 1.0976 -3.3804
C 0.9691 0.5115 -5.0711
H -4.4539 -2.7485 -3.3810
H -3.3764 -2.1590 -4.6585
H -3.3010 -1.4527 -3.0255
H -2.4659 -3.5708 -2.1138
H -2.4567 -4.5291 -5.0196
H -3.5206 -5.1527 -3.7486
H -1.7714 -5.4103 -3.6445
H 1.9255 -2.9651 -2.5863
H 0.7710 -4.1477 -1.9837
H 0.9513 -5.3481 0.2123
H -1.6351 -4.5229 1.6047
H -1.2627 -6.1744 1.0655
H -1.4616 -4.8699 -0.1210
H 0.4349 -4.5399 3.1071
H 2.0236 -4.8498 2.3804
H 0.8609 -6.1771 2.5701
H 3.9450 -3.6316 -1.7448
H 4.9127 -2.0246 0.6685
H 4.1408 -1.3481 -0.7691
H 5.7416 -2.1049 -0.8959
H 5.2100 -4.5594 0.8677
H 5.9659 -4.6465 -0.7323
H 4.5244 -5.6168 -0.3808
H -0.8699 -0.5765 -4.7538
H -0.0470 1.5757 -2.7403
H -1.6147 0.7189 -2.7720
H -1.1873 1.8462 -4.0675
H 1.6983 1.0478 -4.4628
H 0.5542 1.1953 -5.8114
H 1.4659 -0.3072 -5.5914
```

Results
maximum force = 0.721 eV/A
HOMO = -6.672 eV
frontier orbital gap = 0.2519 Eh
total energy = -2590.2809 Eh
energy relative to the best compared isomer or geometry (same formula, charge and spin) = 0.020 eV

Mulliken population analysis, charges in e, atoms 1 to 2: number 1, Na, carries 0.95; number 2, C, carries -1.39

[2]
ORCA calculation (ωB97M-V/def2-TZVPD) on C35H45NOPRh as an isolated structure.

Geometry as XYZ:
```
84
Properties=species:S:1:pos:R:3
Rh 0.0382 -0.1218 0.4454
C 0.8567 0.3348 2.5066
C 1.3736 -0.9869 2.2637
C 0.2492 -1.8864 2.3173
C -0.9070 -1.0720 2.5103
C -0.5475 0.2855 2.6751
C -1.4789 1.4202 3.0452
C -2.7767 1.3433 2.2344
C -1.8066 1.2990 4.5409
C -0.8074 2.7674 2.7769
C 0.1430 -3.4213 2.3295
C 1.0049 -3.9977 3.4653
C 0.4941 -4.1523 1.0179
C -1.3053 -3.8365 2.6421
C 2.8867 -1.1968 2.2006
C 3.4183 -1.4692 3.6168
C 3.5724 0.0809 1.6928
C 3.3209 -2.3160 1.2514
H 1.4570 1.2252 2.5847
H -1.9187 -1.4353 2.5741
H -3.2794 0.3848 2.3821
H -2.5732 1.4708 1.1705
H -3.4624 2.1295 2.5583
H -2.3276 0.3627 4.7508
H -2.4479 2.1253 4.8558
H -0.8958 1.3219 5.1428
H -0.5549 2.8640 1.7188
H 0.1011 2.8868 3.3716
H -1.4872 3.5793 3.0429
H 2.0702 -3.9093 3.2677
H 0.7809 -5.0596 3.5911
H 0.7899 -3.4896 4.4068
H 1.4844 -3.9264 0.6305
H -0.2522 -3.9476 0.2472
H 0.4513 -5.2269 1.2080
H -1.6320 -3.4597 3.6119
H -1.3644 -4.9259 2.6685
H -2.0032 -3.4851 1.8803
H 3.1913 -0.6237 4.2688
H 4.5037 -1.5947 3.5887
H 2.9827 -2.3608 4.0641
H 3.4745 0.9102 2.3926
H 3.1672 0.3931 0.7303
H 4.6400 -0.1090 1.5663
H 3.0090 -3.3020 1.5848
H 4.4103 -2.3287 1.1812
H 2.9335 -2.1417 0.2430
N 0.1196 -1.8179 -1.0800
C 0.3679 -1.6274 -2.5028
C 0.5980 -2.7456 -3.2905
C 0.7294 -2.6180 -4.6659
C 0.6065 -1.3612 -5.2444
C 0.3905 -0.2443 -4.4515
C 0.2902 -0.3445 -3.0591
P -0.0765 1.1212 -1.9027
C -0.4701 2.3880 -3.1536
C 0.4781 3.2417 -3.7115
C 0.1033 4.1897 -4.6551
C -1.2206 4.2917 -5.0555
C -2.1737 3.4448 -4.5059
C -1.8002 2.5038 -3.5585
C 1.7068 1.4539 -1.4852
C 1.9674 2.5775 -0.6881
C 3.2636 2.9955 -0.4371
C 4.3403 2.2882 -0.9592
C 4.1031 1.1607 -1.7311
C 2.8020 0.7514 -1.9973
H 0.8053 -2.3604 -0.5728
H -0.7682 -2.2963 -0.9636
H 0.6599 -3.7217 -2.8213
H 0.9115 -3.4919 -5.2774
H 0.6978 -1.2481 -6.3178
H 0.3219 0.7308 -4.9179
H 1.5167 3.1661 -3.4143
H 0.8508 4.8478 -5.0802
H -1.5100 5.0309 -5.7916
H -3.2097 3.5219 -4.8107
H -2.5464 1.8532 -3.1176
H 1.1259 3.1195 -0.2738
H 3.4343 3.8756 0.1708
H 5.3542 2.6118 -0.7605
H 4.9324 0.5963 -2.1394
H 2.6529 -0.1136 -2.6297
O -0.7418 1.6721 -0.5521
```

Results
maximum force = 0.686 eV/A
HOMO (alpha / beta) = -4.841 / -8.447 eV
frontier orbital gap (alpha / beta) = 0.1976 / 0.2894 Eh
total energy = -1942.4839 Eh
spin multiplicity = 5
energy relative to the best compared isomer or geometry (same formula, charge and spin) = 0.000 eV

Mulliken population analysis, charges in e, atoms 1 to 2: number 1, Rh, carries 0.55; number 2, C, carries -0.80